# 1
11 unconnected molecules or ions with the total composition C4H30N2O12 at a distorted geometry, computed with ωB97M-V/def2-TZVPD.

```
! wB97M-V def2-TZVPD RIJCOSX def2/J DEFGRID3
* xyz 0 1
C 2.52 1.37 0.56
C 1.44 0.36 0.20
O 0.94 0.77 -1.07
C 0.07 0.47 1.17
N -1.06 0.10 0.37
C 0.00 1.97 1.57
N 0.36 2.43 2.80
O -0.72 2.67 0.86
H 2.72 2.19 -0.12
H 2.47 1.80 1.56
H 3.47 0.84 0.72
H 1.72 -0.67 0.00
H 0.28 1.48 -1.00
H 0.04 -0.07 2.11
H -1.52 0.93 0.01
H -0.81 -0.49 -0.40
H 0.91 2.04 3.55
H 0.47 3.44 2.72
O 2.03 -3.81 -0.89
H 1.38 -3.13 -0.67
H 1.52 -4.13 -1.65
O -0.09 -3.21 -2.94
H -0.02 -2.54 -2.24
H 0.63 -2.91 -3.52
O 1.96 0.19 3.34
H 1.66 -0.66 2.97
H 2.76 0.42 2.88
O -0.48 2.08 -2.96
H -1.24 1.56 -2.65
H 0.12 1.45 -3.37
O 2.32 -2.00 1.74
H 2.09 -2.59 1.00
H 2.49 -2.65 2.43
O -3.50 1.44 -3.36
H -3.11 2.31 -3.25
H -3.99 1.12 -2.61
O 0.07 4.40 -1.19
H -0.48 4.47 -0.40
H -0.31 3.67 -1.69
O -3.23 -0.75 -1.32
H -3.37 -1.70 -1.44
H -4.07 -0.41 -1.00
O -1.35 -2.73 -0.42
H -1.85 -1.88 -0.44
H -2.03 -3.36 -0.69
O -0.78 -2.34 3.06
H -0.76 -1.78 2.27
H -1.66 -2.15 3.39
*
```

Calculated values
SMILES string: C[C@H](O)[C@H](N)C(N)=O.O.O.O.O.O.O.O.O.O.O
ΔE to the lowest compared entry with this formula, charge and spin: 4.095 eV
orbital gap: 9.256 eV

# 2
A molecular structure, C30H31N3O6S5SeSnTe, computed with ωB97M-V/def2-TZVPD.

```
! wB97M-V def2-TZVPD RIJCOSX def2/J DEFGRID3
* xyz -2 1
Sn 0.48 -0.26 0.41
O 1.72 4.56 1.56
C 0.76 4.03 1.05
S 0.27 4.20 -0.63
C -1.23 3.27 -0.59
C -1.50 2.72 0.61
S -2.84 1.76 1.27
S -0.37 3.00 1.94
S -2.02 3.22 -2.15
C 5.18 3.73 -4.02
C 4.84 2.88 -2.82
C 4.76 1.50 -2.93
C 4.38 0.71 -1.85
C 4.10 1.31 -0.63
C 4.20 2.69 -0.50
C 4.57 3.46 -1.59
S 3.53 0.41 0.79
O 2.53 1.28 1.38
O 4.69 0.14 1.62
N 2.83 -0.88 0.20
C 3.02 -2.13 0.95
C 2.04 -2.31 2.13
O 2.31 -3.11 3.01
O 0.95 -1.62 2.04
H 4.49 3.54 -4.84
H 6.19 3.52 -4.39
H 5.13 4.79 -3.78
H 4.94 1.03 -3.89
H 4.28 -0.36 -1.95
H 3.94 3.16 0.45
H 4.62 4.54 -1.48
H 4.03 -2.24 1.34
H 2.82 -2.96 0.27
C -0.61 -3.17 -4.05
N -1.17 -1.84 -3.85
C -0.52 -0.80 -3.27
Se 1.17 -0.81 -2.55
N -1.38 0.25 -3.30
C -2.59 -0.14 -3.85
C -3.78 0.55 -4.03
C -4.84 -0.16 -4.57
C -4.71 -1.51 -4.93
C -3.51 -2.19 -4.75
C -2.46 -1.47 -4.20
H 0.40 -3.17 -3.66
H -0.60 -3.40 -5.12
H -1.21 -3.91 -3.53
H -1.25 1.14 -2.81
H -3.88 1.59 -3.72
H -5.80 0.34 -4.69
H -5.56 -2.04 -5.33
H -3.41 -3.24 -5.00
C -1.96 -3.10 1.64
C -1.54 -2.92 0.17
C -2.68 -3.39 -0.74
C -0.31 -3.79 -0.13
O -1.29 -1.56 -0.11
H -2.21 -4.14 1.87
H -2.83 -2.47 1.84
H -1.14 -2.79 2.30
H -2.91 -4.45 -0.58
H -2.39 -3.25 -1.79
H -3.59 -2.81 -0.56
H -0.53 -4.85 0.04
H 0.52 -3.52 0.52
H 0.00 -3.64 -1.17
Te -3.55 0.13 -0.31
C -5.35 1.19 -0.81
C -5.43 2.54 -1.13
C -6.63 3.08 -1.60
C -7.75 2.27 -1.77
C -7.68 0.92 -1.44
C -6.48 0.39 -0.96
H -4.56 3.17 -1.02
H -6.67 4.13 -1.86
H -8.67 2.69 -2.15
H -8.55 0.29 -1.55
H -6.44 -0.66 -0.69
*
```

Calculated values
ΔE to the lowest compared entry with this formula, charge and spin: 1.014 eV
orbital gap: 6.058 eV

# 3
C7H10S in the gas phase at a distorted geometry, computed with ωB97M-V/def2-TZVPD.

```
! wB97M-V def2-TZVPD RIJCOSX def2/J DEFGRID3
* xyz 0 1
C 0.04 -2.21 -0.58
C 0.23 -0.89 -0.60
C 1.19 -0.14 -1.41
C 1.04 1.18 -1.26
C -0.07 1.51 -0.30
C -0.50 0.13 0.28
C -0.02 -0.01 1.73
S -2.30 -0.18 0.16
H -0.70 -2.65 0.06
H 0.61 -2.85 -1.22
H 1.90 -0.61 -2.06
H 1.62 1.93 -1.75
H 0.23 2.20 0.47
H -0.90 2.02 -0.83
H 1.04 0.15 1.78
H -0.50 0.72 2.37
H -0.23 -1.02 2.10
H -2.68 0.74 1.07
*
```

Calculated values
SMILES string: C=C1C=CC[C@@]1(C)S
ΔE to the lowest compared entry with this formula, charge and spin: 0.650 eV
orbital gap: 9.474 eV

# 4
A molecular structure, C24H22BrFN4OPdSi at a distorted geometry, computed with ωB97M-V/def2-TZVPD.

```
! wB97M-V def2-TZVPD RIJCOSX def2/J DEFGRID3
* xyz 2 1
Pd 0.69 -0.21 0.83
C 4.50 1.98 2.53
Si 2.97 0.99 2.09
C 1.66 0.97 3.47
C 3.49 -0.81 1.68
N 1.99 1.40 0.68
C 1.91 2.38 -0.24
C 2.86 3.44 -0.30
C 2.74 4.44 -1.23
C 1.69 4.45 -2.15
C 0.74 3.43 -2.13
C 0.87 2.44 -1.20
F -0.04 1.45 -1.16
H 4.97 1.50 3.39
H 4.27 3.01 2.82
H 5.23 1.99 1.72
H 2.16 0.84 4.43
H 0.95 0.15 3.36
H 1.11 1.91 3.50
H 4.22 -1.16 2.41
H 3.96 -0.86 0.70
H 2.65 -1.50 1.71
H 3.68 3.43 0.41
H 3.46 5.24 -1.25
H 1.60 5.25 -2.87
H -0.09 3.43 -2.82
Br -9.12 -4.94 -0.61
C -7.38 -5.51 -0.22
C -7.18 -6.55 0.69
C -5.91 -6.98 0.97
C -4.81 -6.30 0.39
C -5.03 -5.27 -0.56
C -6.30 -4.88 -0.86
N -3.56 -6.68 0.74
N -2.53 -6.04 0.66
C -2.19 -4.80 0.95
C -2.87 -4.06 1.97
C -2.48 -2.82 2.34
C -1.37 -2.18 1.67
O -1.01 -1.04 1.96
C -0.65 -2.93 0.63
N 0.36 -2.30 0.03
C 1.06 -2.93 -0.89
C 0.80 -4.26 -1.25
C -0.24 -4.92 -0.64
C -1.00 -4.24 0.32
H -8.03 -7.02 1.17
H -5.73 -7.79 1.67
H -4.18 -4.82 -1.06
H -6.48 -4.09 -1.58
H -3.71 -4.53 2.47
H -2.99 -2.27 3.12
H 1.87 -2.39 -1.37
H 1.42 -4.75 -1.99
H -0.46 -5.95 -0.87
*
```

Calculated values
ΔE to the lowest compared entry with this formula, charge and spin: 0.904 eV
orbital gap (spin up / spin down): 3.974 / 3.964 eV

# 5
3 unconnected molecules or ions with the total composition C20H26BrNO6P, computed with ωB97M-V/def2-TZVPD.

```
! wB97M-V def2-TZVPD RIJCOSX def2/J DEFGRID3
* xyz -1 1
C -5.27 -0.28 -2.47
C -5.38 0.26 -3.90
O -4.70 -0.62 -4.83
C -3.84 0.05 -5.65
O -4.23 0.82 -6.45
C -2.38 -0.31 -5.52
C -1.83 -0.46 -4.09
C -1.28 0.85 -3.51
N -2.36 1.52 -2.78
C -2.06 2.89 -2.36
O -3.26 3.45 -1.86
C -1.56 3.77 -3.53
O -2.28 3.67 -4.54
O -0.55 4.47 -3.31
P -0.86 2.79 -0.93
O -1.91 2.24 0.23
Br -0.55 4.88 -0.18
H -5.08 0.53 -1.77
H -6.19 -0.80 -2.18
H -4.45 -0.99 -2.40
H -4.99 1.26 -3.99
H -6.44 0.29 -4.19
H -1.84 0.46 -6.06
H -2.23 -1.26 -6.04
H -1.05 -1.22 -4.12
H -2.64 -0.77 -3.44
H -0.41 0.62 -2.88
H -0.93 1.48 -4.32
H -2.51 0.99 -1.92
H -3.81 3.57 -2.66
H -2.27 2.99 0.72
C 1.90 0.30 3.90
C 1.14 1.06 3.01
C 0.55 0.45 1.91
C 0.73 -0.91 1.69
C 1.49 -1.66 2.57
C 2.08 -1.05 3.68
H 2.36 0.78 4.76
H 1.00 2.11 3.18
H -0.04 1.04 1.22
H 0.28 -1.38 0.83
H 1.63 -2.72 2.40
H 2.68 -1.64 4.36
C 6.70 -3.95 6.11
C 6.74 -2.78 6.86
C 6.15 -1.62 6.36
C 5.52 -1.64 5.13
C 5.49 -2.81 4.38
C 6.08 -3.96 4.87
H 7.16 -4.85 6.49
H 7.23 -2.77 7.82
H 6.19 -0.71 6.94
H 5.06 -0.73 4.74
H 4.99 -2.81 3.42
H 6.05 -4.87 4.29
*
```

Calculated values
orbital gap: 7.237 eV

# 6
5 unconnected molecules or ions with the total composition C8H24IO8, computed with ωB97M-V/def2-TZVPD.

```
! wB97M-V def2-TZVPD RIJCOSX def2/J DEFGRID3
* xyz -1 1
I 9.39 -18.03 9.18
C 12.31 -18.11 6.89
C 13.31 -17.53 7.86
O 14.09 -18.54 8.51
O 11.41 -17.11 6.45
H 11.78 -18.95 7.34
H 12.83 -18.50 6.01
H 12.78 -16.93 8.61
H 14.01 -16.89 7.31
H 13.57 -18.85 9.27
H 10.79 -17.06 7.19
C 12.40 -20.41 11.40
C 11.65 -21.31 10.45
O 10.24 -21.22 10.66
O 12.31 -19.05 11.04
H 13.46 -20.66 11.37
H 12.02 -20.57 12.41
H 11.92 -22.36 10.62
H 11.90 -21.06 9.42
H 9.85 -20.60 10.02
H 11.38 -18.79 10.96
C 7.56 -16.25 13.48
C 8.64 -15.52 12.69
O 9.67 -16.41 12.30
O 6.47 -15.37 13.74
H 7.96 -16.67 14.41
H 7.25 -17.11 12.87
H 9.09 -14.72 13.28
H 8.16 -15.05 11.82
H 9.36 -16.86 11.49
H 5.65 -15.85 13.62
C 7.20 -19.90 5.96
C 6.00 -20.39 5.19
O 6.35 -20.92 3.90
O 6.70 -19.27 7.12
H 7.80 -19.21 5.35
H 7.84 -20.75 6.22
H 5.29 -19.56 5.07
H 5.48 -21.18 5.72
H 6.77 -20.22 3.40
H 7.46 -18.92 7.62
*
```

Calculated values
ΔE to the lowest compared entry with this formula, charge and spin: 0.000 eV
orbital gap: 8.448 eV

# 7
A molecular structure, C8H10ClPS at a distorted geometry, computed with ωB97M-V/def2-TZVPD.

```
! wB97M-V def2-TZVPD RIJCOSX def2/J DEFGRID3
* xyz 0 1
C -3.60 -0.52 -0.63
C -2.84 0.65 -0.62
C -2.98 -1.76 -0.69
C -1.46 0.66 -0.58
C -1.58 -1.78 -0.69
C -0.82 -0.62 -0.50
C 3.29 0.59 0.54
C 1.77 0.48 0.73
P 1.03 -0.85 -0.30
S 1.81 -2.60 -0.26
Cl 1.51 0.44 -2.62
H -4.72 -0.31 -0.54
H -3.24 1.67 -0.58
H -3.46 -2.66 -0.74
H -1.00 1.54 -0.54
H -1.15 -2.68 -0.66
H 3.77 1.51 0.91
H 3.80 -0.15 1.01
H 3.58 0.40 -0.42
H 1.58 1.47 0.29
H 1.49 0.46 1.73
*
```

Calculated values
ΔE to the lowest compared entry with this formula, charge and spin: 1.195 eV
orbital gap: 8.225 eV

# 8
2 unconnected molecules or ions with the total composition C2ClO3P at a distorted geometry, computed with ωB97M-V/def2-TZVPD.

```
! wB97M-V def2-TZVPD RIJCOSX def2/J DEFGRID3
* xyz -2 1
C -0.20 -0.15 -0.72
C -1.40 0.20 1.00
O 2.38 0.09 -0.78
O -0.70 0.45 -1.66
O 1.71 -0.87 1.42
P 1.29 0.02 0.26
Cl -3.08 0.26 0.47
*
```

Calculated values
ΔE to the lowest compared entry with this formula, charge and spin: 4.346 eV
orbital gap (spin up / spin down): 4.620 / 4.243 eV

# 9
C26H29N3O5S2 in the gas phase at a distorted geometry, computed with ωB97M-V/def2-TZVPD.

```
! wB97M-V def2-TZVPD RIJCOSX def2/J DEFGRID3
* xyz 0 1
C 2.06 2.02 -0.92
C 0.56 1.97 -1.26
C 0.30 2.70 -2.57
C -0.23 2.53 -0.09
C -0.61 3.87 -0.06
C -1.34 4.39 0.99
C -1.69 3.58 2.05
C -1.32 2.25 2.06
C -0.59 1.72 1.00
N -0.19 0.37 1.01
C -0.75 -0.65 1.70
O -1.68 -0.58 2.47
C -0.04 -2.00 1.45
C -1.04 -3.17 1.42
N -1.63 -3.37 0.13
S -3.23 -2.98 -0.15
O -3.96 -3.40 1.01
O -3.55 -3.54 -1.43
C -3.35 -1.20 -0.29
C -2.95 -0.60 -1.47
C -3.04 0.78 -1.60
C -3.53 1.54 -0.54
C -3.95 0.92 0.63
C -3.86 -0.46 0.75
C -0.71 -3.41 -0.97
C 0.15 -2.15 -0.98
N 0.83 -1.97 0.29
S 2.28 -2.84 0.45
O 2.44 -3.72 -0.68
O 2.36 -3.38 1.77
C 3.45 -1.50 0.30
C 4.11 -1.28 -0.89
C 5.01 -0.23 -0.99
C 5.23 0.59 0.10
C 4.56 0.37 1.29
C 3.66 -0.68 1.40
H 2.64 1.56 -1.72
H 2.28 1.49 0.00
H 2.38 3.05 -0.81
H 0.26 0.93 -1.41
H 0.76 3.69 -2.58
H -0.76 2.81 -2.75
H 0.74 2.14 -3.40
H -0.34 4.52 -0.88
H -1.62 5.44 0.98
H -2.26 3.98 2.88
H -1.59 1.61 2.88
H 0.58 0.12 0.42
H 0.61 -2.16 2.32
H -0.50 -4.09 1.70
H -1.85 -2.99 2.14
H -2.61 -1.22 -2.29
H -2.74 1.26 -2.51
H -3.59 2.61 -0.63
H -4.34 1.51 1.44
H -4.18 -0.97 1.65
H -0.05 -4.28 -0.86
H -1.30 -3.52 -1.88
H -0.48 -1.27 -1.17
H 0.92 -2.22 -1.75
H 3.92 -1.96 -1.72
H 5.54 -0.06 -1.92
H 5.93 1.41 0.02
H 4.74 1.01 2.14
H 3.14 -0.89 2.32
*
```

Calculated values
SMILES string: CC(C)c1ccccc1NC(=O)[C@H]1CN(S(=O)(=O)c2ccccc2)CCN1S(=O)(=O)c1ccccc1
ΔE to the lowest compared entry with this formula, charge and spin: 0.000 eV
orbital gap: 9.035 eV

# 10
A gas-phase ion, C8H11F3NO3 (charge -1) at a distorted geometry, computed with ωB97M-V/def2-TZVPD.

```
! wB97M-V def2-TZVPD RIJCOSX def2/J DEFGRID3
* xyz -1 1
O -0.93 -0.83 3.02
C -0.93 -1.29 1.87
O -1.28 -2.51 1.66
C -0.46 -0.46 0.62
C -1.46 -0.51 -0.58
C -2.85 0.14 -0.32
O -3.63 -0.53 0.68
N -0.05 0.91 1.01
C 1.36 1.18 0.78
C 1.77 1.33 -0.75
C 2.41 0.09 -1.38
F 2.14 -0.11 -2.73
C 3.18 -0.84 -0.78
F 2.89 -1.57 0.29
F 4.40 -1.13 -1.33
H 0.47 -0.98 0.27
H -1.00 0.04 -1.45
H -1.58 -1.57 -0.87
H -2.78 1.23 -0.07
H -3.42 0.06 -1.28
H -4.53 -0.56 0.33
H -0.66 1.62 0.62
H 1.94 0.39 1.31
H 1.63 2.14 1.27
H 0.87 1.62 -1.34
H 2.51 2.16 -0.85
*
```

Calculated values
SMILES string: O=C([O-])[C@@H](CCO)NCCC(F)=C(F)F
orbital gap: 6.196 eV

# 11
A molecular structure, C19H17AsClIrN3O2S4 at a distorted geometry, computed with ωB97M-V/def2-TZVPD.

```
! wB97M-V def2-TZVPD RIJCOSX def2/J DEFGRID3
* xyz -1 1
Ir -1.24 1.05 0.43
Cl 3.24 0.69 6.16
C 1.93 0.75 5.00
C 0.61 0.76 5.47
C -0.41 0.85 4.56
C -0.18 0.94 3.16
O -1.20 1.07 2.41
C 1.18 0.87 2.70
C 1.58 0.88 1.35
N 0.80 0.94 0.31
C 1.25 0.90 -1.01
C 2.57 0.84 -1.43
C 2.89 0.79 -2.79
C 1.91 0.79 -3.75
C 0.56 0.84 -3.38
C -0.51 0.82 -4.30
C -1.80 0.84 -3.84
C -2.04 0.91 -2.47
N -1.07 0.95 -1.58
C 0.23 0.90 -2.00
C 2.21 0.79 3.67
H 0.40 0.70 6.52
H -1.45 0.86 4.87
H 2.66 0.80 1.18
H 3.38 0.83 -0.71
H 3.93 0.75 -3.09
H 2.17 0.77 -4.80
H -0.29 0.78 -5.36
H -2.64 0.81 -4.52
H -3.05 0.94 -2.08
H 3.24 0.76 3.34
S -4.19 4.22 2.34
As -3.41 3.35 0.57
S -3.61 1.15 0.55
S -1.25 3.65 0.36
S -4.47 4.11 -1.12
C 0.31 -4.04 -1.71
N -0.32 -3.42 -0.55
C -0.93 -4.21 0.51
C -0.38 -2.08 -0.45
O -0.91 -1.50 0.48
H 0.26 -5.12 -1.61
H 1.36 -3.74 -1.78
H -0.19 -3.75 -2.63
H -0.81 -5.27 0.29
H -1.99 -3.97 0.60
H -0.45 -3.99 1.46
H 0.12 -1.56 -1.29
*
```

Calculated values
orbital gap: 4.008 eV

# 12
4 unconnected molecules or ions with the total composition C2H13N2O3 at a distorted geometry, computed with ωB97M-V/def2-TZVPD.

```
! wB97M-V def2-TZVPD RIJCOSX def2/J DEFGRID3
* xyz 2 2
C 0.69 -1.15 1.85
N -0.87 -0.54 -1.35
C -0.06 -0.36 -0.27
N 0.29 -1.36 0.49
H -0.14 -0.71 2.49
H 1.58 -0.40 1.92
H 1.13 -2.01 2.27
H -0.92 -1.45 -1.91
H -1.38 0.39 -1.39
H -0.12 0.67 0.18
H 0.70 -2.18 0.06
H -1.43 2.70 -1.09
H -1.29 2.17 -2.43
O -1.02 2.07 -1.61
H -1.13 3.23 1.35
H -2.64 2.69 1.27
O -1.73 2.54 1.10
H 3.01 -2.39 -0.27
H 2.98 -1.94 -1.75
O 2.34 -1.96 -0.92
*
```

Calculated values
ΔE to the lowest compared entry with this formula, charge and spin: 3.052 eV
orbital gap (spin up / spin down): 9.174 / 5.291 eV
expectation value of S²: 0.80

What is the formula in the ninth record?
C26H29N3O5S2